ORCA calculation (ωB97M-V with the def2-TZVPD basis set) on a 12-piece molecular cluster, C36H96O36S12 overall in a non-equilibrium geometry.

Output
**ΔE to the lowest compared entry with this formula, charge and spin**: 226.2 kcal per mole
**Energy**: -242609.01939 eV
**LUMO energy**: -0.18 eV
**SMILES string**: CCOS(C)(=O)=O.CCOS(C)(=O)=O.CCOS(C)(=O)=O.CCOS(C)(=O)=O.CCOS(C)(=O)=O.CCOS(C)(=O)=O.CCOS(C)(=O)=O.CCOS(C)(=O)=O.CCOS(C)(=O)=O.CCOS(C)(=O)=O.CCOS(C)(=O)=O.CCOS(C)(=O)=O

Each atom is followed by the atoms it is bonded to, with distances in Å.
Cartesian coordinates (Å):
1 C -4.188 1.379 -4.225  C2 1.512, H8 1.090, H9 1.090, H10 1.090
2 C -5.601 0.858 -4.358  C1 1.512, O3 1.419, H11 1.090, H12 1.090
3 O -6.202 1.265 -5.577  C2 1.419, S4 1.650
4 S -7.817 1.601 -5.604  O3 1.650, C5 1.794, O6 1.501, O7 1.442
5 C -8.496 -0.029 -5.291  S4 1.794, H13 1.090, H14 1.090, H15 1.090
6 O -8.191 2.493 -4.456  S4 1.501
7 O -8.120 1.931 -6.975  S4 1.442
8 H -4.361 2.451 -4.137  C1 1.090
9 H -3.484 1.262 -5.049  C1 1.090
10 H -3.693 0.851 -3.409  C1 1.090
11 H -5.748 -0.222 -4.369  C2 1.090
12 H -6.156 1.187 -3.480  C2 1.090
13 H -9.512 0.027 -5.680  C5 1.090
14 H -8.504 -0.314 -4.239  C5 1.090
15 H -7.893 -0.675 -5.929  C5 1.090
16 C -2.579 2.686 4.935  C17 1.535, H23 1.090, H24 1.090, H25 1.090
17 C -1.689 3.924 4.749  C16 1.535, O18 1.443, H26 1.090, H27 1.090
18 O -0.603 3.695 3.828  C17 1.443, S19 1.648
19 S -0.522 4.535 2.412  O18 1.648, C20 1.869, O21 1.470, O22 1.418
20 C -0.236 6.211 3.187  S19 1.869, H28 1.090, H29 1.090, H30 1.090
21 O 0.774 4.269 1.770  S19 1.470
22 O -1.792 4.429 1.791  S19 1.418
23 H -3.178 2.523 4.040  C16 1.090
24 H -3.232 2.811 5.798  C16 1.090
25 H -1.999 1.765 4.993  C16 1.090
26 H -2.225 4.783 4.345  C17 1.090
27 H -1.381 4.193 5.759  C17 1.090
28 H 0.228 5.956 4.140  C20 1.090
29 H -1.203 6.634 3.460  C20 1.090
30 H 0.470 6.774 2.575  C20 1.090
31 C 4.590 -7.851 -1.865  C32 1.528, H38 1.090, H39 1.090, H40 1.090
32 C 4.637 -6.357 -1.552  C31 1.528, O33 1.392, H41 1.090, H42 1.090
33 O 4.532 -6.215 -0.172  C32 1.392, S34 1.621
34 S 4.573 -4.745 0.510  O33 1.621, C35 1.865, O36 1.496, O37 1.492
35 C 2.755 -4.404 0.279  S34 1.865, H43 1.090, H44 1.090, H45 1.090
36 O 4.957 -4.974 1.937  S34 1.496
37 O 5.361 -3.824 -0.361  S34 1.492
38 H 3.649 -8.359 -1.656  C31 1.090
39 H 5.410 -8.347 -1.347  C31 1.090
40 H 4.919 -7.947 -2.900  C31 1.090
41 H 5.588 -5.959 -1.906  C32 1.090
42 H 3.849 -5.782 -2.039  C32 1.090
43 H 2.611 -4.472 -0.799  C35 1.090
44 H 2.434 -3.440 0.675  C35 1.090
45 H 2.132 -5.153 0.767  C35 1.090
46 C -0.711 -5.416 2.462  C47 1.521, H53 1.090, H54 1.090, H55 1.090
47 C -0.963 -4.314 1.446  C46 1.521, O48 1.409, H56 1.090, H57 1.090
48 O -0.542 -4.769 0.181  C47 1.409, S49 1.678
49 S -1.710 -4.659 -1.018  O48 1.678, C50 1.850, O51 1.478, O52 1.479
50 C -2.498 -6.321 -0.818  S49 1.850, H58 1.090, H59 1.090, H60 1.090
51 O -2.578 -3.543 -0.587  S49 1.478
52 O -1.103 -4.530 -2.360  S49 1.479
53 H 0.346 -5.678 2.402  C46 1.090
54 H -1.162 -6.378 2.216  C46 1.090
55 H -1.087 -5.205 3.463  C46 1.090
56 H -2.044 -4.172 1.448  C47 1.090
57 H -0.496 -3.351 1.654  C47 1.090
58 H -3.234 -6.439 -1.614  C50 1.090
59 H -2.934 -6.327 0.181  C50 1.090
60 H -1.603 -6.934 -0.914  C50 1.090
61 C -6.441 -1.310 1.434  C62 1.570, H68 1.090, H69 1.090, H70 1.090
62 C -6.733 -1.030 2.951  C61 1.570, O63 1.425, H71 1.090, H72 1.090
63 O -5.714 -1.663 3.719  C62 1.425, S64 1.672
64 S -4.293 -0.834 4.016  O63 1.672, C65 1.826, O66 1.463, O67 1.437
65 C -4.882 0.231 5.377  S64 1.826, H73 1.090, H74 1.090, H75 1.090
66 O -3.305 -1.742 4.598  S64 1.463
67 O -3.932 -0.079 2.847  S64 1.437
68 H -6.170 -2.319 1.121  C61 1.090
69 H -5.554 -0.752 1.136  C61 1.090
70 H -7.235 -0.918 0.798  C61 1.090
71 H -6.610 0.052 2.989  C62 1.090
72 H -7.730 -1.441 3.116  C62 1.090
73 H -5.493 -0.415 6.008  C65 1.090
74 H -5.569 0.996 5.017  C65 1.090
75 H -4.011 0.625 5.901  C65 1.090
76 C 3.900 -2.657 -3.705  C77 1.447, H83 1.090, H84 1.090, H85 1.090
77 C 4.207 -1.619 -2.743  C76 1.447, O78 1.424, H86 1.090, H87 1.090
78 O 5.585 -1.277 -2.846  C77 1.424, S79 1.649
79 S 6.340 0.043 -2.208  O78 1.649, C80 1.874, O81 1.444, O82 1.469
80 C 7.663 -0.881 -1.255  S79 1.874, H88 1.090, H89 1.090, H90 1.090
81 O 6.973 0.822 -3.246  S79 1.444
82 O 5.450 0.627 -1.196  S79 1.469
83 H 4.775 -3.276 -3.900  C76 1.090
84 H 3.565 -2.189 -4.630  C76 1.090
85 H 2.981 -3.204 -3.491  C76 1.090
86 H 3.620 -0.725 -2.950  C77 1.090
87 H 4.008 -1.924 -1.716  C77 1.090
88 H 7.549 -1.957 -1.122  C80 1.090
89 H 7.594 -0.381 -0.289  C80 1.090
90 H 8.610 -0.740 -1.776  C80 1.090
91 C 0.033 -1.714 -8.841  C92 1.546, H98 1.090, H99 1.090, H100 1.090
92 C -0.721 -3.007 -8.455  C91 1.546, O93 1.376, H101 1.090, H102 1.090
93 O -1.310 -2.927 -7.214  C92 1.376, S94 1.602
94 S -2.306 -1.717 -6.878  O93 1.602, C95 1.893, O96 1.417, O97 1.470
95 C -3.476 -2.768 -5.824  S94 1.893, H103 1.090, H104 1.090, H105 1.090
96 O -1.694 -0.757 -6.034  S94 1.417
97 O -2.991 -1.419 -8.144  S94 1.470
98 H 0.503 -1.857 -9.814  C91 1.090
99 H 0.752 -1.371 -8.097  C91 1.090
100 H -0.619 -0.846 -8.938  C91 1.090
101 H -1.456 -3.255 -9.222  C92 1.090
102 H -0.073 -3.880 -8.373  C92 1.090
103 H -4.006 -3.519 -6.409  C95 1.090
104 H -4.088 -1.976 -5.392  C95 1.090
105 H -2.869 -3.264 -5.066  C95 1.090
106 C -0.975 -0.364 -2.660  C107 1.461, H113 1.090, H114 1.090, H115 1.090
107 C 0.002 -0.642 -1.610  C106 1.461, O108 1.415, H116 1.090, H117 1.090
108 O -0.419 -0.034 -0.404  C107 1.415, S109 1.687
109 S 0.667 0.053 0.885  O108 1.687, C110 1.890, O111 1.452, O112 1.463
110 C -0.485 0.558 2.295  S109 1.890, H118 1.090, H119 1.090, H120 1.090
111 O 1.227 -1.262 1.139  S109 1.452
112 O 1.584 1.162 0.623  S109 1.463
113 H -1.991 -0.405 -2.269  C106 1.090
114 H -1.056 -0.937 -3.584  C106 1.090
115 H -0.964 0.660 -3.032  C106 1.090
116 H -0.011 -1.670 -1.248  C107 1.090
117 H 0.994 -0.326 -1.934  C107 1.090
118 H 0.068 0.459 3.229  C110 1.090
119 H -1.218 -0.248 2.340  C110 1.090
120 H -0.931 1.537 2.120  C110 1.090
121 C 7.906 6.281 -0.850  C122 1.590, H128 1.090, H129 1.090, H130 1.090
122 C 6.817 5.292 -1.452  C121 1.590, O123 1.392, H131 1.090, H132 1.090
123 O 6.398 4.251 -0.629  C122 1.392, S124 1.682
124 S 5.264 4.598 0.564  O123 1.682, C125 1.840, O126 1.488, O127 1.423
125 C 3.764 3.885 -0.226  S124 1.840, H133 1.090, H134 1.090, H135 1.090
126 O 5.651 3.845 1.788  S124 1.488
127 O 5.222 6.007 0.758  S124 1.423
128 H 7.616 7.028 -0.110  C121 1.090
129 H 8.211 6.817 -1.748  C121 1.090
130 H 8.816 5.734 -0.604  C121 1.090
131 H 5.951 5.891 -1.735  C122 1.090
132 H 7.221 4.873 -2.374  C122 1.090
133 H 3.202 4.621 -0.801  C125 1.090
134 H 3.171 3.653 0.659  C125 1.090
135 H 4.225 3.053 -0.757  C125 1.090
136 C -3.746 6.382 -2.614  C137 1.473, H143 1.090, H144 1.090, H145 1.090
137 C -3.037 5.292 -3.309  C136 1.473, O138 1.385, H146 1.090, H147 1.090
138 O -2.269 4.543 -2.434  C137 1.385, S139 1.677
139 S -0.787 3.952 -2.952  O138 1.677, C140 1.883, O141 1.464, O142 1.498
140 C -0.419 2.862 -1.461  S139 1.883, H148 1.090, H149 1.090, H150 1.090
141 O -1.020 3.096 -4.116  S139 1.464
142 O 0.138 5.131 -2.976  S139 1.498
143 H -4.579 6.870 -3.119  C136 1.090
144 H -3.100 7.215 -2.337  C136 1.090
145 H -4.021 6.171 -1.581  C136 1.090
146 H -3.774 4.738 -3.890  C137 1.090
147 H -2.401 5.826 -4.015  C137 1.090
148 H -1.276 2.192 -1.381  C140 1.090
149 H -0.329 3.494 -0.578  C140 1.090
150 H 0.497 2.347 -1.749  C140 1.090
151 C 0.232 -1.611 5.622  C152 1.619, H158 1.090, H159 1.090, H160 1.090
152 C -0.468 -1.555 7.081  C151 1.619, O153 1.395, H161 1.090, H162 1.090
153 O -0.530 -0.317 7.721  C152 1.395, S154 1.669
154 S -1.635 -0.196 8.967  O153 1.669, C155 1.873, O156 1.460, O157 1.481
155 C -1.070 1.430 9.706  S154 1.873, H163 1.090, H164 1.090, H165 1.090
156 O -2.961 -0.209 8.355  S154 1.460
157 O -1.330 -1.259 9.951  S154 1.481
158 H 0.071 -0.555 5.404  C151 1.090
159 H -0.111 -2.133 4.729  C151 1.090
160 H 1.317 -1.706 5.656  C151 1.090
161 H -1.434 -2.034 6.925  C152 1.090
162 H -0.032 -2.316 7.728  C152 1.090
163 H -1.012 2.085 8.837  C155 1.090
164 H -0.044 1.519 10.065  C155 1.090
165 H -1.907 1.766 10.317  C155 1.090
166 C 4.136 -1.006 2.195  C167 1.499, H173 1.090, H174 1.090, H175 1.090
167 C 4.581 0.401 2.464  C166 1.499, O168 1.434, H176 1.090, H177 1.090
168 O 4.824 0.679 3.849  C167 1.434, S169 1.684
169 S 3.486 1.242 4.702  O168 1.684, C170 1.912, O171 1.448, O172 1.462
170 C 3.307 2.955 3.870  S169 1.912, H178 1.090, H179 1.090, H180 1.090
171 O 2.355 0.381 4.428  S169 1.448
172 O 3.967 1.476 6.064  S169 1.462
173 H 4.734 -1.839 2.565  C166 1.090
174 H 3.912 -1.107 1.133  C166 1.090
175 H 3.140 -1.256 2.560  C166 1.090
176 H 5.489 0.448 1.863  C167 1.090
177 H 3.969 1.177 2.005  C167 1.090
178 H 4.242 3.506 3.967  C170 1.090
179 H 2.640 3.421 4.596  C170 1.090
180 H 2.961 2.956 2.837  C170 1.090